Density functional theory data (ωB97M-V with the def2-TZVPD basis set) for a structure of composition C40H41N4O4RuTe.

Results
Total charge: +2
Strongest force on any atom in eV Å⁻¹: 3.1
LUMO energy (spin up / spin down) in eV: -5.820 / -7.811
Frontier orbital gap (spin up / spin down) in eV: 7.570 / 5.773
HOMO energy (spin up / spin down) in eV: -13.390 / -13.583
Spin multiplicity: 6
Electronic energy in eV: -66149.86272

```
91
Properties=species:S:1:pos:R:3:forces:R:3:lowdin_charge:R:1
Ru 2.2942 -1.4951 2.4088 -0.158 0.576 -1.073 1.5977
O 8.7378 -1.1430 -0.8046 0.741 1.113 0.440 0.1142
N 8.1277 -2.1384 -1.0940 -0.230 1.331 0.884 -0.3709
O 8.4857 -2.9566 -1.8598 0.768 -2.005 -1.623 0.1410
C 6.8196 -2.2603 -0.4926 -1.801 -1.399 -0.194 -0.0791
C 5.9763 -3.1397 -1.1159 1.193 0.585 -0.838 0.0899
C 4.6065 -3.3210 -0.7692 0.071 -0.657 0.268 -0.1044
C 3.8167 -4.3462 -1.3958 0.259 1.626 1.276 0.0731
C 2.5501 -4.5390 -0.9112 1.483 0.871 -0.139 -0.0089
C 2.0969 -3.7094 0.0986 -1.516 0.852 2.030 -0.0851
N 2.7914 -2.7952 0.7751 1.963 -0.171 -1.615 -0.0140
C 4.1099 -2.5978 0.3218 -1.001 -0.471 0.250 -0.1134
C 4.9964 -1.7223 1.0332 2.709 1.185 0.393 -0.1094
N 4.5464 -1.0086 2.0811 -1.280 -0.800 -0.127 0.0146
C 5.3065 -0.2488 2.8487 -0.516 -0.457 -0.342 -0.0849
C 6.6790 -0.2531 2.6915 1.401 0.654 -0.952 0.0070
C 7.2696 -0.8612 1.5682 -1.411 0.332 0.620 0.0648
C 6.4258 -1.5585 0.6757 -1.932 -0.447 0.707 -0.0303
H 6.4653 -3.6490 -1.9675 -0.779 0.048 0.496 0.1504
H 4.3025 -4.8612 -2.1867 -0.058 -0.735 -0.578 0.1272
H 1.9039 -5.2846 -1.2361 -0.951 -1.155 -0.783 0.1052
H 1.0509 -3.8050 0.4554 0.757 -0.120 -0.302 0.1389
H 4.7463 0.3598 3.5583 0.497 -0.183 0.155 0.1316
H 7.2826 0.3781 3.3433 -0.075 -0.354 -0.072 0.1280
H 8.3191 -0.7747 1.3242 -0.070 0.052 0.283 0.1219
C 0.0634 -2.5299 4.8563 0.951 -0.654 -0.500 -0.0392
C 1.4899 -3.0532 4.9155 -0.223 0.169 0.073 -0.4971
C 2.3007 -2.4414 6.0035 -0.921 2.370 -0.065 -0.0480
O 2.1809 -2.8538 3.6791 -0.063 -0.456 0.522 -0.3340
H -0.3120 -2.5157 5.8570 -0.711 -0.176 0.403 0.0905
H -0.4152 -3.1915 4.1780 -1.181 -0.931 -0.107 0.0690
H -0.0840 -1.5887 4.3826 0.466 1.194 0.044 0.0480
H 1.4494 -4.1155 5.1137 -0.025 -0.523 -0.362 0.1406
H 2.3130 -1.3436 5.7658 0.096 -0.700 0.674 0.0976
H 3.2808 -2.7833 5.9826 1.894 -0.711 -0.095 0.0581
H 1.9197 -2.6180 7.0074 -0.298 0.066 -0.109 0.0996
C -5.4986 0.5244 -7.3560 -0.287 -1.980 1.189 -0.0133
C -4.7133 0.7162 -6.1120 0.538 1.387 0.408 -0.2356
C -3.6394 1.6185 -6.1303 0.306 -1.160 2.485 0.0271
C -2.6915 1.6842 -5.0845 -1.380 -0.631 -1.223 -0.3365
C -1.4279 2.4074 -5.3563 0.073 2.999 -0.575 -0.1003
C -2.9442 0.9300 -3.9294 -1.323 -0.270 0.313 -0.4633
Te -1.6361 1.2153 -2.4063 -0.037 0.176 0.602 1.7490
N 1.8144 0.0179 1.2595 0.050 -0.773 0.309 -0.0482
C 1.5254 0.7060 2.3200 -0.313 0.889 -0.075 -0.5721
O 1.5614 -0.0064 3.4612 0.213 0.278 0.156 -0.1928
C 1.2069 2.1428 2.2981 -0.692 1.445 -0.415 -0.1580
C 0.8688 2.9621 3.3946 0.666 0.190 -0.261 0.0127
C 0.6257 4.3355 3.1921 0.701 -2.356 0.456 -0.0628
C 0.6857 4.9199 1.9691 -0.919 0.542 -0.025 -0.0799
C 0.9388 4.1478 0.8711 0.503 -1.313 -0.547 -0.0659
C 1.2055 2.7791 1.0293 0.454 0.072 -0.078 -0.0254
C -2.9957 1.3298 -0.8066 0.519 -1.093 0.782 -0.4173
C -3.9839 2.3030 -0.7592 -1.036 0.427 -0.639 -0.2856
C -4.2319 3.3200 -1.8963 -0.320 0.102 1.262 -0.0342
C -4.8387 2.3019 0.3516 -0.385 0.985 0.141 -0.0115
C -4.6852 1.4482 1.4151 -0.371 -0.211 0.483 -0.2247
C -5.6518 1.5131 2.6200 -0.749 -0.097 -1.294 -0.0234
C -3.6262 0.5386 1.3367 -1.007 -1.300 1.373 -0.0103
C -2.8150 0.3657 0.2515 0.062 2.353 -0.673 -0.3298
C -1.6992 -0.6197 0.2232 -0.903 -0.960 0.338 -0.0921
C -4.1566 0.1687 -3.7715 -0.356 -1.048 -1.280 -0.2270
C -4.5406 -0.7075 -2.5645 1.175 0.338 0.908 -0.0387
C -4.9884 0.0627 -4.9227 0.508 -0.755 1.362 0.0131
H -6.5758 0.5848 -7.2024 0.057 0.165 -0.073 0.1018
H -5.2742 -0.5231 -7.6382 -0.296 0.402 -0.262 0.1153
H -5.1394 1.1560 -8.1064 0.216 0.984 -1.263 0.0653
H -3.5703 2.3203 -6.8867 0.401 0.970 -1.766 0.1009
H -1.5902 3.1081 -6.2667 0.239 -0.936 1.641 0.1254
H -0.7043 1.7135 -5.7325 0.772 -0.433 0.159 0.0816
H -1.0207 3.0639 -4.4995 -0.520 -1.134 -1.331 0.0753
H 0.9395 2.6081 4.4189 -0.255 -0.210 -0.179 0.1192
H 0.5016 4.9285 4.0338 -0.482 0.977 1.480 0.0927
H 0.4108 5.9608 1.9185 0.312 0.244 -0.339 0.1195
H 0.9924 4.6186 -0.0946 0.018 -0.123 -0.320 0.1051
H 1.5434 2.1899 0.1729 -0.324 0.158 0.179 0.1017
H -3.2403 3.6964 -2.1533 -0.223 0.473 -0.323 0.0570
H -4.9133 4.1564 -1.5363 1.056 -1.019 -0.471 0.1121
H -4.6907 2.8643 -2.7815 0.121 0.011 0.215 0.0780
H -5.6299 3.0511 0.4856 0.322 -0.164 -0.628 0.1346
H -6.6549 1.0399 2.4156 0.848 0.696 -0.486 0.1045
H -5.8475 2.5737 2.9027 0.313 -0.940 0.113 0.0976
H -5.3381 0.8605 3.4115 0.701 0.262 0.736 0.0619
H -3.5785 -0.1719 2.1689 0.384 0.153 -0.214 0.1291
H -1.6671 -0.9437 -0.8045 0.546 -0.537 -0.449 0.0067
H -2.0108 -1.5350 0.8067 0.775 1.023 -0.303 0.1159
H -0.7331 -0.1765 0.5027 -0.224 -0.358 0.155 0.0651
H -3.6863 -1.2010 -2.0040 -0.576 0.982 -0.745 0.0858
H -5.1539 -1.5671 -2.7808 -0.429 0.018 -0.757 0.0783
H -5.0928 -0.1021 -1.8313 0.171 -0.171 -0.107 0.0885
H -5.8374 -0.6341 -4.9082 0.338 0.348 0.213 0.1376
```
Positions in Å, forces in eV/Å.

=====

Density functional theory data (ωB97M-V with the def2-TZVPD basis set) for a cluster of 2 separate species, C2H11N2O in total.

Results
Total charge: +1
Strongest force on any atom in eV Å⁻¹: 0.8
LUMO energy in eV: -3.319
Frontier orbital gap in eV: 11.430
HOMO energy in eV: -14.748
Electronic energy in eV: -7273.83234
Energy relative to the best compared isomer or geometry (same formula, charge and spin) in kJ/mol: 42.8

```
16
Properties=species:S:1:pos:R:3:forces:R:3:nbo_charge:R:1
C 0.1927 -0.7310 1.0026 -0.155 0.785 -0.253 -0.0733
O 0.4748 -0.4406 2.3436 -0.315 -0.275 -0.080 -0.6800
C -0.7644 0.3422 0.4593 0.002 -0.337 -0.004 -0.2416
N -1.2701 -0.0438 -0.8953 -0.194 -0.020 -0.541 -0.7010
H -0.3111 -1.6926 0.9231 0.157 -0.245 0.178 0.1840
H 1.1110 -0.7303 0.4141 -0.024 -0.290 -0.200 0.1761
H 1.2599 0.1036 2.3621 0.303 0.173 0.291 0.4811
H -1.6189 0.4273 1.1267 0.019 0.098 0.010 0.2372
H -0.2830 1.3071 0.3318 0.022 0.068 0.142 0.2198
H -1.6688 -0.9766 -0.9297 -0.111 -0.249 0.228 0.4282
H -0.5050 0.0088 -1.6118 0.463 0.301 0.270 0.4721
H -1.9919 0.5944 -1.2232 -0.140 0.103 0.097 0.4361
N 1.1232 0.6730 -2.2525 0.286 -0.053 -0.320 -1.1021
H 1.8076 -0.0725 -2.3152 0.047 -0.299 0.097 0.3855
H 1.0824 1.0081 -3.2122 -0.222 0.112 -0.015 0.3927
H 1.6209 1.4045 -1.7528 -0.137 0.128 0.102 0.3853
```
Positions in Å, forces in eV/Å.

=====

Density functional theory data (ωB97M-V with the def2-TZVPD basis set) for a structure of composition C3H7NSi.

Results
Strongest force on any atom in eV Å⁻¹: 3.6
LUMO energy (spin up / spin down) in eV: 0.811 / -1.990
Frontier orbital gap (spin up / spin down) in eV: 9.153 / 7.195
HOMO energy (spin up / spin down) in eV: -8.342 / -9.185
Spin multiplicity: 3
Electronic energy in eV: -12585.85806
Energy relative to the best compared isomer or geometry (same formula, charge and spin) in kJ/mol: 143.7

```
12
Properties=species:S:1:pos:R:3:forces:R:3:nbo_charge:R:1
C -1.2130 -1.1113 1.4358 2.768 2.113 -0.986 -0.4200
C -0.3056 1.6014 -0.1028 -2.014 1.584 -0.944 -1.1716
C 0.8907 -0.8880 -1.0778 0.825 -0.933 0.126 -1.1338
N 0.5100 -0.5281 2.0083 -0.412 -0.729 1.981 -0.7073
Si 0.1489 -0.1029 0.4555 -1.697 -0.305 -2.026 1.6941
H -1.4149 -1.8231 2.1926 -0.299 -0.781 0.378 0.1724
H -1.4341 1.8071 -0.0348 1.258 -0.929 -0.425 0.2733
H -0.0390 2.4754 0.4680 0.921 0.064 0.616 0.2668
H 0.0085 1.8474 -1.1644 -0.360 -0.566 1.192 0.2478
H 0.1538 -1.6274 -1.3609 -0.399 -0.278 -0.256 0.2573
H 0.8560 -0.1033 -1.8834 0.749 -0.967 0.748 0.2514
H 1.8387 -1.5471 -0.9361 -1.340 1.727 -0.404 0.2695
```
Positions in Å, forces in eV/Å.

=====

Density functional theory data (ωB97M-V with the def2-TZVPD basis set) for a cluster of 5 separate species, C35H42BN4O13PS in total.

Results
Strongest force on any atom in eV Å⁻¹: 9.5
LUMO energy in eV: -0.916
Frontier orbital gap in eV: 7.001
HOMO energy in eV: -7.917
Electronic energy in eV: -90337.46775

```
97
Properties=species:S:1:pos:R:3:forces:R:3:lowdin_charge:R:1
C -2.9875 3.6540 1.9046 -0.652 0.621 -0.193 -0.1105
O -1.9817 2.9950 1.0091 -1.615 -0.887 2.221 -0.2469
C -1.9432 1.5491 1.2898 0.304 -1.058 -0.904 -0.2337
C -0.3952 0.9488 1.4453 -1.398 0.063 0.637 -0.1500
C -0.5580 -0.6976 1.2026 0.476 1.152 -0.525 -0.1369
C 0.2757 -1.5941 2.2920 -1.267 1.527 -0.530 -0.2933
O 0.6681 -2.7985 1.5434 -2.643 -1.671 -0.117 -0.0611
C -0.5644 -3.6341 1.4252 -0.214 -2.119 -4.076 -0.2369
O -0.8063 -4.5141 0.4307 2.036 6.058 6.977 -0.0134
C -1.5224 -3.2335 2.7025 0.559 0.439 -0.422 -0.4811
S -2.1663 -4.8375 3.4207 0.659 -0.367 -0.440 0.7201
C -0.5452 -2.2567 3.5841 2.205 0.106 -1.112 -0.3876
B 0.7036 -2.9427 4.4543 1.560 -1.512 1.016 -0.4323
O 2.0864 -2.3525 4.5098 -2.373 -3.215 -0.319 0.0315
O 0.5577 -4.2328 5.2172 -0.479 3.530 -0.484 -0.1207
C -0.3451 -4.0433 6.3639 -0.591 -0.592 0.988 -0.1168
P -1.2512 -0.6884 4.4181 -1.572 1.106 -0.793 0.9263
C 0.0792 0.3331 5.3305 1.436 0.179 0.211 -0.2987
C -2.7867 -1.0459 5.4957 -0.975 -0.912 0.452 -0.3231
H -3.9465 2.9647 2.0561 2.421 1.387 -0.159 0.0871
H -2.5055 3.9780 2.9372 -0.928 -0.886 -2.036 0.1064
H -3.4091 4.6449 1.3909 1.357 -2.244 0.988 0.0858
H -2.4035 0.9906 0.3418 0.876 1.199 1.819 0.1283
H -2.6304 1.2321 2.2059 1.710 0.772 -1.717 0.1089
H -0.0192 1.1966 2.5456 -0.719 -0.616 -2.325 0.0949
H 0.3528 1.4427 0.6921 -1.877 -1.025 1.532 0.0908
H -1.6957 -0.9529 1.1084 2.135 0.340 0.381 0.1074
H -0.0772 -0.9059 0.1335 -0.959 0.195 2.365 0.1359
H 1.1242 -0.8240 2.6272 -1.201 -2.632 -0.767 0.1686
H -2.4928 -2.6063 2.4023 2.221 -1.525 0.364 0.1354
H -1.2740 -5.8701 2.9863 -0.810 1.867 0.338 -0.0551
H 2.6945 -3.1539 4.6895 -1.415 1.917 -0.069 0.1354
H -1.2623 -4.7797 6.2318 1.824 1.701 0.329 0.0867
H -0.7272 -2.9318 6.5034 0.750 -2.226 -0.453 0.0828
H 0.2392 -4.3299 7.3491 -1.140 0.570 -2.022 0.1110
H -0.0864 1.4857 5.0669 0.082 -2.649 0.707 0.0641
H 0.1399 0.1603 6.4870 -0.037 0.405 -2.183 0.0557
H 1.1311 0.0614 4.8425 -2.191 0.458 1.170 0.0588
H -3.6039 -1.5179 4.7646 1.852 1.056 1.484 0.0568
H -3.2597 -0.0261 5.8948 1.293 -2.283 -0.795 0.0673
H -2.6196 -1.8397 6.3449 -0.489 1.746 -1.339 0.0317
O 2.2520 1.0364 0.1579 0.799 0.524 -1.673 0.0292
N 2.5628 1.3733 -0.9943 -0.166 0.845 0.633 -0.3038
O 2.5937 2.5445 -1.3984 -0.106 -1.615 0.654 0.0641
C 2.9130 0.3120 -1.9459 0.207 -0.664 -0.628 -0.1361
C 2.8552 -1.0291 -1.5422 0.001 0.010 -0.090 0.0109
C 3.1660 -2.0353 -2.4588 -0.196 0.404 -0.062 -0.0769
C 3.5351 -1.7037 -3.7634 -0.078 0.144 0.066 -0.0648
C 3.6021 -0.3669 -4.1597 -0.116 -0.141 0.404 -0.0685
C 3.2907 0.6481 -3.2527 0.024 -0.030 0.091 -0.0250
H 2.5692 -1.3040 -0.5293 0.013 0.235 -0.187 0.1135
H 3.1176 -3.0794 -2.1570 -0.025 0.324 -0.047 0.1027
H 3.7711 -2.4920 -4.4761 -0.007 0.161 0.195 0.1158
H 3.8934 -0.1163 -5.1773 -0.066 0.013 0.225 0.1127
H 3.3446 1.6850 -3.5780 -0.043 -0.217 0.279 0.1097
O -5.3734 6.0783 0.7050 -0.674 -1.667 -0.093 0.0628
N -5.8662 4.9471 0.5813 0.556 0.245 1.002 -0.3107
O -5.7303 4.0291 1.4029 -0.673 1.517 -1.196 0.0267
C -6.6605 4.6754 -0.6227 -0.489 -0.192 -0.861 -0.1362
C -6.8089 5.6729 -1.5961 0.004 -0.076 0.033 0.0010
C -7.5454 5.4006 -2.7506 0.046 -0.283 0.301 -0.0666
C -8.1308 4.1459 -2.9273 0.067 0.020 0.115 -0.0727
C -7.9902 3.1578 -1.9514 0.183 0.378 0.062 -0.0666
C -7.2536 3.4174 -0.7939 0.025 0.056 -0.022 0.0010
H -6.3589 6.6557 -1.4734 -0.022 -0.327 0.160 0.1192
H -7.6607 6.1661 -3.5150 0.055 -0.136 0.206 0.1089
H -8.6994 3.9365 -3.8317 0.117 0.046 0.195 0.1083
H -8.4519 2.1834 -2.0950 0.124 0.198 0.083 0.1088
H -7.1506 2.6357 -0.0443 0.104 0.342 -0.082 0.1189
O -1.9626 2.9104 -9.0141 0.574 -1.408 0.988 0.0580
N -1.5613 1.9602 -8.3257 -0.790 -0.275 -1.102 -0.3273
O -1.8259 0.7704 -8.5501 0.377 1.735 0.295 0.0597
C -0.7195 2.2661 -7.1628 0.563 0.220 0.806 -0.1444
C -0.4262 3.6006 -6.8500 -0.008 -0.077 0.023 -0.0017
C 0.3550 3.8865 -5.7287 -0.093 -0.383 -0.126 -0.0619
C 0.8411 2.8490 -4.9317 -0.046 -0.037 -0.102 -0.0645
C 0.5562 1.5204 -5.2515 -0.185 0.296 -0.251 -0.0608
C -0.2263 1.2222 -6.3688 -0.025 0.070 -0.021 0.0048
H -0.7976 4.4205 -7.4610 -0.014 -0.366 0.028 0.1181
H 0.5825 4.9194 -5.4738 -0.079 -0.215 -0.096 0.1098
H 1.4451 3.0771 -4.0551 -0.138 -0.036 -0.128 0.0959
H 0.9412 0.7172 -4.6271 -0.127 0.140 -0.175 0.0947
H -0.4421 0.1818 -6.6029 -0.074 0.341 -0.108 0.1196
O 6.2733 -2.1872 -2.1049 -0.348 -1.673 0.787 0.0678
N 6.0292 -3.2680 -1.5480 -0.441 0.385 -1.111 -0.3078
O 5.2526 -4.1260 -1.9915 1.170 1.115 0.547 0.0494
C 6.7023 -3.5479 -0.2740 0.424 -0.162 0.901 -0.1379
C 7.5602 -2.5895 0.2830 -0.052 -0.056 -0.003 0.0018
C 8.1787 -2.8514 1.5071 -0.251 -0.269 -0.180 -0.0661
C 7.9453 -4.0604 2.1643 -0.064 0.018 -0.121 -0.0731
C 7.0987 -5.0174 1.6021 0.060 0.366 -0.201 -0.0668
C 6.4723 -4.7656 0.3799 0.004 0.055 -0.008 0.0014
H 7.7523 -1.6424 -0.2166 -0.196 -0.302 -0.030 0.1194
H 8.8409 -2.1111 1.9509 -0.157 -0.133 -0.149 0.1093
H 8.4254 -4.2577 3.1213 -0.094 0.038 -0.207 0.1080
H 6.9242 -5.9584 2.1191 0.004 0.188 -0.161 0.1088
H 5.8128 -5.5203 -0.0435 0.127 0.336 -0.056 0.1196
```
Positions in Å, forces in eV/Å.